No. 1
{
  "formula": "C44H43BeBrN3O2P2S",
  "method": "ωB97M-V/def2-TZVPD",
  "lumo_ev": -2.88,
  "relative_energy_kcal_mol": 7.9,
  "homo_lumo_gap_ev": 7.4,
  "charge": 1,
  "symbols": ["Be", "O", "C", "C", "C", "C", "C", "C", "C", "O", "N", "N", "C", "C", "Br", "C", "C", "C", "C", "C", "C", "C", "H", "H", "H", "H", "H", "H", "H", "H", "H", "H", "H", "H", "H", "H", "C", "S", "C", "C", "C", "N", "P", "C", "C", "C", "C", "C", "C", "C", "C", "C", "C", "C", "C", "P", "C", "C", "C", "C", "C", "C", "C", "C", "C", "C", "C", "C", "H", "H", "H", "H", "H", "H", "H", "H", "H", "H", "H", "H", "H", "H", "H", "H", "H", "H", "H", "H", "H", "H", "H", "H", "H", "H", "H", "H", "H"],
  "positions_angstrom": [[2.13700, 0.25058, 0.72463], [5.55615, 0.64776, 1.57426], [5.81745, -0.41209, 2.39188], [7.06194, -0.55669, 2.99672], [7.30251, -1.58772, 3.88781], [6.29889, -2.49965, 4.18576], [5.07192, -2.37134, 3.55576], [4.80966, -1.34151, 2.65347], [3.42394, -1.30416, 2.04329], [3.30249, -0.70283, 0.80451], [2.49030, -0.58236, 3.00605], [1.91081, 0.46630, 2.41180], [1.38858, 1.48773, 2.96787], [0.97045, 2.61339, 2.13438], [1.75613, 2.52858, 0.38075], [0.16294, 3.58186, 2.54945], [-0.37704, 4.80713, 1.95278], [-1.32871, 5.49669, 2.71332], [-1.90524, 6.66675, 2.25135], [-1.52588, 7.18194, 1.01835], [-0.57511, 6.51688, 0.25725], [-0.00923, 5.33771, 0.71195], [6.35909, 1.16770, 1.47470], [7.84670, 0.15783, 2.76676], [8.27704, -1.68146, 4.34895], [6.47534, -3.30779, 4.88391], [4.28992, -3.10385, 3.74454], [3.06741, -2.33376, 1.99197], [2.81505, -0.45268, 3.95392], [1.30649, 1.57837, 4.04751], [-0.17705, 3.40981, 3.56945], [-1.61722, 5.10294, 3.68242], [-2.64272, 7.18215, 2.85380], [-1.96782, 8.10172, 0.65483], [-0.27476, 6.91708, -0.70373], [0.72197, 4.84583, 0.09168], [-3.74034, -2.18508, -5.01625], [-4.41664, -2.15459, -3.33894], [-3.19509, -3.20114, -2.46970], [-2.48559, -2.48420, -1.32225], [-1.75280, -1.23431, -1.79621], [-0.96459, -0.55497, -0.74410], [-1.57677, 0.88560, -0.00982], [-3.27719, 0.35542, 0.40782], [-3.44710, -0.14677, 1.70057], [-4.65728, -0.70109, 2.09621], [-5.71653, -0.75015, 1.19923], [-5.56677, -0.22943, -0.08061], [-4.35635, 0.32561, -0.47414], [-1.84429, 1.98015, -1.45171], [-1.09802, 1.84803, -2.61941], [-1.27319, 2.73722, -3.67418], [-2.20060, 3.76437, -3.57146], [-2.94248, 3.91073, -2.40484], [-2.75984, 3.02978, -1.34833], [0.63750, -0.97406, -0.40512], [1.44768, -1.37137, -1.98166], [2.33483, -0.43238, -2.50804], [2.94794, -0.64444, -3.73511], [2.67675, -1.80436, -4.44617], [1.79702, -2.74882, -3.93114], [1.18521, -2.53473, -2.70585], [0.53879, -2.55540, 0.49033], [1.52038, -3.53954, 0.37493], [1.46313, -4.67752, 1.16972], [0.43845, -4.83250, 2.09288], [-0.53210, -3.84714, 2.22623], [-0.47864, -2.71124, 1.43282], [-4.35829, -1.52267, -5.62134], [-3.78391, -3.19032, -5.43203], [-2.71394, -1.81706, -5.02334], [-2.47408, -3.54241, -3.21544], [-3.72414, -4.07347, -2.09232], [-1.77510, -3.17805, -0.86822], [-3.21335, -2.21108, -0.55244], [-2.47885, -0.52124, -2.17621], [-1.10476, -1.48529, -2.63847], [-2.61680, -0.10097, 2.40058], [-4.77711, -1.08571, 3.10221], [-6.65994, -1.19143, 1.49756], [-6.39287, -0.26260, -0.78094], [-4.25945, 0.72563, -1.47644], [-0.38021, 1.04052, -2.71691], [-0.69122, 2.61906, -4.57943], [-2.34907, 4.44523, -4.40080], [-3.66880, 4.71211, -2.32109], [-3.33474, 3.15816, -0.43499], [2.56112, 0.47074, -1.94974], [3.63789, 0.09038, -4.13214], [3.15979, -1.97892, -5.40021], [1.58986, -3.65525, -4.48656], [0.51022, -3.28145, -2.30440], [2.33439, -3.41368, -0.32838], [2.22336, -5.44264, 1.06758], [0.39472, -5.72272, 2.70874], [-1.33467, -3.96765, 2.94352], [-1.24490, -1.94777, 1.52187]]
}

***

No. 2
{
  "formula": "C44H43N6",
  "method": "ωB97M-V/def2-TZVPD",
  "lumo_ev": -4.50,
  "homo_lumo_gap_ev": 5.8,
  "charge": 1,
  "symbols": ["N", "N", "N", "C", "C", "C", "C", "C", "C", "C", "C", "C", "C", "C", "C", "C", "C", "C", "C", "C", "N", "H", "H", "H", "H", "H", "H", "H", "H", "H", "H", "H", "H", "H", "H", "H", "H", "H", "H", "C", "N", "C", "C", "C", "C", "C", "C", "C", "C", "C", "C", "C", "C", "C", "C", "C", "N", "C", "C", "C", "C", "C", "C", "C", "C", "C", "C", "C", "H", "H", "H", "H", "H", "H", "H", "H", "H", "H", "H", "H", "H", "H", "H", "H", "H", "H", "H", "H", "H", "H", "H", "H", "H"],
  "positions_angstrom": [[1.14005, -0.18028, 4.32282], [1.67460, -0.61200, 3.40284], [2.19525, -0.92724, 2.31636], [2.73789, -2.28475, 2.30689], [3.79733, -2.33415, 1.20868], [4.82772, -3.27696, 1.26385], [5.81637, -3.29974, 0.27771], [5.78445, -2.36650, -0.76618], [4.73537, -1.43604, -0.83556], [3.74718, -1.42207, 0.15768], [3.38188, -2.58384, 3.66447], [4.08390, -1.56036, 4.31301], [4.61446, -1.77874, 5.59014], [4.44184, -3.02695, 6.20909], [3.81900, -4.07795, 5.52829], [3.31645, -3.86396, 4.23665], [1.59390, -3.26447, 1.97330], [1.05526, -3.21425, 0.51322], [-0.36565, -3.80680, 0.62099], [-0.68884, -3.83674, 2.12894], [0.38871, -3.05673, 2.72800], [4.87211, -3.98342, 2.08902], [6.61704, -4.03867, 0.33539], [6.56556, -2.37830, -1.53597], [4.68980, -0.71250, -1.65787], [2.95133, -0.67582, 0.12316], [4.27234, -0.59937, 3.81445], [5.15113, -0.96136, 6.08742], [4.79237, -3.18386, 7.22550], [3.70173, -5.07353, 5.96723], [2.88392, -4.70100, 3.67431], [1.98307, -4.29629, 2.12499], [1.04031, -2.15880, 0.19902], [1.72728, -3.75706, -0.16967], [-1.10776, -3.24468, 0.03224], [-0.39206, -4.82740, 0.21734], [-1.67219, -3.40733, 2.36889], [-0.68292, -4.88886, 2.47867], [0.47022, -3.19089, 3.74125], [-4.56512, -1.44479, -5.22679], [-3.12966, -1.15037, -5.16817], [-2.55329, -0.72176, -6.40002], [-3.21654, 0.27250, -7.16118], [-2.68222, 0.72308, -8.36981], [-1.52602, 0.12231, -8.89493], [-0.92221, -0.94173, -8.20544], [-1.39619, -1.32434, -6.94130], [-2.52483, -1.01110, -3.91972], [-1.12889, -1.14465, -3.71785], [-0.54328, -0.98524, -2.45850], [-1.29607, -0.56580, -1.31653], [-0.77731, -0.22956, -0.00767], [-1.13832, 0.98617, 0.64781], [-1.18216, 1.14309, 2.06866], [-1.68475, 2.28420, 2.66502], [-2.02150, 3.43364, 1.89858], [-2.35623, 4.63385, 2.50727], [-2.77936, 4.66033, 3.92200], [-1.92532, 5.89226, 1.98490], [-2.60318, 6.59999, 0.96968], [-2.28200, 7.94560, 0.73039], [-1.22732, 8.56534, 1.41470], [-0.50348, 7.83856, 2.36972], [-0.84387, 6.51724, 2.64064], [-1.89144, 3.33839, 0.48528], [-1.45937, 2.16484, -0.10636], [-2.69901, -0.42170, -1.55195], [-3.30324, -0.71586, -2.76579], [-4.86197, -2.09107, -4.39207], [-5.15018, -0.51171, -5.20289], [-4.78459, -1.97584, -6.16547], [-4.13208, 0.71701, -6.76167], [-3.17216, 1.54526, -8.90469], [-1.11539, 0.47523, -9.84315], [-0.07004, -1.46705, -8.64946], [-0.88192, -2.11055, -6.37734], [-0.50665, -1.42481, -4.56710], [0.53000, -1.13438, -2.33387], [-0.02897, -0.84850, 0.47564], [-0.84892, 0.32182, 2.70900], [-1.76058, 2.30083, 3.75728], [-2.35631, 5.54912, 4.39831], [-3.87882, 4.71490, 4.00148], [-2.43781, 3.78459, 4.47908], [-3.39185, 6.10649, 0.38943], [-2.85693, 8.52158, -0.00166], [-0.96409, 9.60512, 1.20795], [0.32737, 8.29531, 2.91125], [-0.28277, 5.93945, 3.37984], [-2.13835, 4.19369, -0.14823], [-1.33362, 2.11398, -1.18990], [-3.30886, -0.09844, -0.70438], [-4.39272, -0.69689, -2.83660]]
}